## w
The following is a DFT calculation (wB97M-V/def2-TZVPD) of an isolated molecule of C8H10N2O2.

## Properties
2S+1 ... 1
HOMO energy ... -10.685 eV
Gap between HOMO and LUMO ... 9.8189 eV

Last column: Löwdin charge in e.
Element x y z (Å)
C -0.986 -0.277 2.889  0.056
C 0.317 0.911 -0.084  -0.001
C -0.383 -0.343 0.417  -0.361
C -0.969 0.807 -0.345  -0.006
C 2.571 1.111 0.930  -0.082
C -1.458 -2.251 -0.826  -0.083
C 1.600 1.602 -0.143  -0.175
C -0.160 -1.691 -0.248  -0.169
N -0.685 -0.376 1.769  0.015
N -2.112 1.367 -0.932  -0.356
O -3.152 0.750 -0.851  0.106
O -1.960 2.437 -1.489  0.104
H 3.529 1.611 0.822  0.074
H 2.728 0.037 0.847  0.078
H 2.179 1.325 1.923  0.079
H -1.272 -3.213 -1.295  0.072
H -1.867 -1.577 -1.576  0.069
H -2.202 -2.379 -0.043  0.083
H 2.024 1.420 -1.140  0.132
H 1.430 2.681 -0.062  0.129
H 0.575 -1.566 -1.048  0.119
H 0.252 -2.386 0.487  0.116

=====

## x
The following is a DFT calculation (wB97M-V/def2-TZVPD) of a structure of composition C8H10N2O2.

## Properties
2S+1 ... 1
HOMO energy ... -10.967 eV
Gap between HOMO and LUMO ... 10.4198 eV

Last column: Löwdin charge in e.
Element x y z (Å)
C 1.974 -2.214 1.586  -0.098
C -0.407 -3.009 0.126  0.118
C -0.228 -1.786 -0.329  -0.078
C 0.120 -2.087 1.099  -0.192
C 0.017 3.212 -0.595  -0.112
C -0.239 -0.604 -1.197  -0.126
C -0.315 1.903 -1.308  -0.227
C 0.049 0.665 -0.423  -0.173
N 3.090 -2.173 1.806  0.055
N -0.562 -1.692 2.290  -0.346
O -1.715 -1.344 2.073  0.087
O 0.074 -1.450 3.319  0.088
H -0.910 -3.910 -0.104  0.117
H -0.640 3.599 0.208  0.081
H 0.152 3.974 -1.349  0.063
H 0.985 3.170 -0.102  0.071
H -1.369 -0.614 -1.454  0.170
H 0.311 -0.877 -2.051  0.117
H -1.265 1.760 -1.626  0.069
H 0.391 2.024 -2.115  0.107
H -0.613 0.729 0.353  0.089
H 1.098 0.725 -0.208  0.122

=====

Most stable pick: w. Distance to second place: 150.2 kJ/mol.

=====

## w
The following is a DFT calculation (wB97M-V/def2-TZVPD) of an isolated molecule of C3HN3O2.

## Properties
2S+1 ... 1
HOMO energy ... -9.411 eV
Gap between HOMO and LUMO ... 8.5467 eV

Last column: Löwdin charge in e.
Element x y z (Å)
C -0.588 -1.399 -0.075  -0.074
C -0.510 0.844 -0.119  -0.480
C 0.392 -0.390 -0.190  -0.175
H -0.403 -2.550 0.103  0.159
N -1.864 -0.952 0.136  0.106
N 2.786 -0.239 0.184  0.303
N 1.687 -0.358 -0.106  0.025
O -1.727 0.461 0.051  0.040
O 0.024 1.922 0.036  0.098

=====

## x
The following is a DFT calculation (wB97M-V/def2-TZVPD) of an isolated molecule of C3HN3O2.

## Properties
2S+1 ... 1
HOMO energy ... -9.950 eV
SMILES string ... N#Cc1n[nH]oc1=O
Gap between HOMO and LUMO ... 9.2840 eV

Last column: Löwdin charge in e.
Element x y z (Å)
C -0.603 -0.992 -0.460  -0.316
C 0.248 0.365 -0.412  -0.178
C 0.978 1.118 -1.351  -0.149
H -0.584 -0.110 2.535  0.254
N -0.380 0.110 1.464  -0.031
N 0.504 0.652 0.832  0.123
N 1.667 1.760 -2.108  0.150
O -0.758 -1.955 -1.290  0.057
O -1.073 -0.949 0.791  0.090

=====

Most stable pick: w. Distance to second place: 64.1 kJ/mol.

=====

## w
The following is a DFT calculation (wB97M-V/def2-TZVPD) of an isolated molecule of C12H24N2O3.

## Properties
2S+1 ... 1
HOMO energy ... -9.284 eV
SMILES string ... CC(C)C[C@H](NC(=O)[C@@H](N)CC(C)C)C(=O)O
Gap between HOMO and LUMO ... 9.4607 eV

Last column: Löwdin charge in e.
Element x y z (Å)
C -1.631 -0.551 -1.221  -0.341
C -1.525 0.897 -0.662  -0.459
C -0.435 -0.943 -2.040  -0.135
C 0.054 0.228 -2.899  -0.408
C -0.554 0.445 -4.254  -0.081
C 1.606 0.052 -3.158  -0.062
C -0.258 0.050 1.342  -0.191
C -0.539 0.254 2.807  -0.500
C 1.300 0.285 1.043  -0.079
C 2.251 -0.834 1.502  -0.405
C 1.957 -1.518 2.803  -0.070
C 3.726 -0.312 1.493  -0.070
H -3.200 -1.501 -1.958  0.086
H -3.517 0.096 -1.857  0.088
H -1.713 -1.318 -0.403  0.133
H -0.783 -1.842 -2.649  0.150
H 0.460 -1.255 -1.496  0.099
H -0.048 1.121 -2.326  0.098
H -0.286 1.439 -4.661  0.093
H -1.637 0.319 -4.168  0.071
H -0.190 -0.217 -4.992  0.057
H 2.138 0.034 -2.243  0.035
H 1.730 -0.910 -3.605  0.069
H 2.057 0.856 -3.753  0.084
H -0.827 1.954 0.916  0.140
H -0.423 -0.933 0.977  0.115
H 1.337 0.518 -0.009  0.101
H 1.596 1.177 1.528  0.107
H 2.245 -1.602 0.738  0.123
H 2.710 -2.376 2.919  0.120
H 2.062 -0.908 3.670  0.086
H 1.019 -1.971 2.800  0.037
H 4.015 0.235 0.592  0.074
H 4.425 -1.163 1.575  0.078
H 3.966 0.328 2.351  0.082
H -1.097 -1.559 2.870  0.123
N -2.790 -0.578 -2.072  0.055
N -1.009 1.050 0.571  0.156
O -1.888 1.743 -1.434  0.083
O -0.310 1.309 3.345  0.137
O -0.946 -0.820 3.484  0.126

=====

## x
The following is a DFT calculation (wB97M-V/def2-TZVPD) of an isolated molecule of C12H24N2O3.

## Properties
2S+1 ... 1
HOMO energy ... -9.274 eV
SMILES string ... CC[C@H](C)[C@H](N)C(=O)N[C@H](C(=O)O)[C@@H](C)CC
Gap between HOMO and LUMO ... 9.8156 eV

Last column: Löwdin charge in e.
Element x y z (Å)
C 1.890 0.715 0.803  -0.230
C 0.912 1.766 0.131  -0.367
C 2.292 -0.434 -0.099  -0.364
C 2.423 0.107 -1.466  -0.098
C 3.390 -1.429 0.300  -0.198
C 4.850 -0.911 -0.055  -0.091
C -1.138 0.306 0.383  -0.184
C -1.176 -1.016 -0.431  -0.546
C -2.719 0.775 0.523  -0.277
C -3.125 1.315 -0.835  -0.076
C -3.550 -0.394 1.068  -0.207
C -4.278 -1.128 -0.109  -0.118
H 0.732 1.142 2.573  0.074
H 1.674 -0.388 2.731  0.117
H 2.591 1.519 0.953  0.127
H 1.414 -1.097 -0.170  0.133
H 1.532 0.509 -1.892  0.049
H 2.613 -0.604 -2.258  0.087
H 3.240 0.946 -1.677  0.144
H 3.241 -1.581 1.383  0.104
H 3.240 -2.370 -0.243  0.113
H 5.043 -0.827 -1.209  0.102
H 4.952 0.038 0.455  0.061
H 5.383 -1.817 0.305  0.069
H -0.947 2.146 -0.666  0.114
H -0.772 0.097 1.391  0.124
H -2.626 1.622 1.183  0.124
H -2.436 1.706 -1.495  0.041
H -3.884 2.096 -0.663  0.098
H -3.692 0.563 -1.460  0.082
H -2.918 -0.993 1.792  0.128
H -4.352 0.065 1.738  0.119
H -4.686 -2.056 0.309  0.070
H -3.442 -1.428 -0.808  0.068
H -5.071 -0.640 -0.812  0.105
H -0.478 0.026 -1.660  0.093
N 1.215 0.377 2.123  0.021
N -0.421 1.366 -0.310  0.076
O 1.362 2.795 -0.338  0.077
O -1.505 -1.968 0.201  0.103
O -0.772 -0.917 -1.690  0.133

=====

Most stable pick: w. Distance to second place: 198.0 kJ/mol.

=====

## w
The following is a DFT calculation (wB97M-V/def2-TZVPD) of an isolated molecule of C5H8N2O2.

## Properties
2S+1 ... 1
HOMO energy (alpha / beta) ... -7.502 / -7.462 eV
Gap between HOMO and LUMO (alpha / beta) ... 7.9646 / 7.8161 eV

Last column: Löwdin charge in e.
Element x y z (Å)
C 0.422 -1.041 0.470  -0.170
C -2.292 -0.621 -0.135  -0.433
C -1.367 0.515 0.049  -0.216
C 1.694 -0.693 0.969  -0.067
C -0.703 1.244 -1.097  -0.010
N -0.207 -1.991 -0.016  0.030
N -1.591 -1.831 -0.266  0.051
O -3.501 -0.521 -0.045  0.085
O -1.549 1.357 1.174  0.057
H 1.442 -0.133 1.909  0.110
H 2.087 0.078 0.369  0.069
H 2.388 -1.485 1.158  0.081
H -0.227 2.215 -0.821  0.117
H -1.478 1.396 -1.742  0.053
H -0.071 0.570 -1.537  0.047
H -1.986 -2.670 -0.733  0.155
H -2.270 1.061 1.620  0.040

=====

## x
The following is a DFT calculation (wB97M-V/def2-TZVPD) of an isolated molecule of C5H8N2O2.

## Properties
2S+1 ... 1
HOMO energy (alpha / beta) ... -8.583 / -8.582 eV
Gap between HOMO and LUMO (alpha / beta) ... 8.6412 / 8.6405 eV

Last column: Löwdin charge in e.
Element x y z (Å)
C 0.742 0.132 0.690  -0.154
C -0.607 0.645 0.363  -0.003
C 0.617 -1.311 0.108  -0.471
C -2.687 -0.278 -0.514  0.005
C 1.986 0.930 0.222  -0.221
N -1.301 -0.344 -0.129  -0.201
N -0.672 -1.499 -0.281  0.123
O 1.538 -2.090 0.016  0.051
O 2.472 0.556 -1.032  -0.048
H 0.820 0.018 1.779  0.163
H -1.004 1.632 0.500  0.135
H -3.299 0.021 0.336  0.099
H -2.820 0.441 -1.323  0.100
H -2.983 -1.268 -0.851  0.095
H 2.690 -0.388 -1.005  0.085
H 1.733 1.991 0.143  0.121
H 2.772 0.813 0.980  0.122

=====

Most stable pick: x. Distance to second place: 253.1 kJ/mol.

=====

## w
The following is a DFT calculation (wB97M-V/def2-TZVPD) of a structure of composition C5H8N2O2.

## Properties
2S+1 ... 1
HOMO energy ... -8.143 eV
Gap between HOMO and LUMO ... 8.4807 eV

Last column: Löwdin charge in e.
Element x y z (Å)
C 1.835 -1.089 -0.356  -0.017
C -2.273 -0.772 -0.036  -0.253
C 0.496 0.997 0.338  -0.403
C 1.705 0.421 -0.364  -0.388
N -1.570 -1.757 0.327  0.131
C 0.270 2.320 0.269  0.074
O -0.346 0.152 0.937  -0.166
N -2.912 0.034 -0.645  0.246
O 2.531 1.124 -0.906  0.074
H -0.564 -1.108 0.762  0.119
H -1.989 -2.633 0.603  0.119
H -3.150 0.972 -0.370  0.107
H 1.854 -1.463 0.670  0.088
H 0.985 -1.545 -0.868  0.076
H 2.753 -1.371 -0.867  0.082
H -0.575 2.763 0.776  0.055
H 0.952 2.957 -0.272  0.058

=====

## x
The following is a DFT calculation (wB97M-V/def2-TZVPD) of an isolated molecule of C5H8N2O2.

## Properties
2S+1 ... 1
HOMO energy ... -10.008 eV
SMILES string ... [H]/N=C(\N)C1(C(=O)O)CC1
Gap between HOMO and LUMO ... 10.4353 eV

Last column: Löwdin charge in e.
Element x y z (Å)
C 0.756 -0.422 -0.843  -0.354
C -1.945 -0.680 -1.011  -0.534
C -1.130 0.654 1.060  -0.083
C -0.939 -0.798 1.425  -0.029
C -0.856 -0.317 -0.076  -0.168
N 1.632 0.554 -0.477  0.130
N 0.994 -1.562 -1.328  0.079
O -1.671 -1.764 -1.779  0.057
O -3.019 -0.159 -1.006  0.123
H -2.087 0.898 1.153  0.059
H -0.484 1.404 1.290  0.072
H -0.019 -1.026 1.970  0.104
H -1.842 -1.404 1.702  0.130
H 1.262 1.472 -0.407  0.082
H 2.601 0.701 -0.762  0.114
H -0.624 -1.890 -1.771  0.089
H 1.936 -1.580 -1.911  0.129

=====

Most stable pick: x. Distance to second place: 99.8 kJ/mol.

=====

## w
The following is a DFT calculation (wB97M-V/def2-TZVPD) of a cluster of 2 separate species, C2H8N3O in total.

## Properties
2S+1 ... 1
Charge ... +1
HOMO energy ... -14.985 eV
Gap between HOMO and LUMO ... 11.7751 eV

Last column: Löwdin charge in e.
Element x y z (Å)
C 2.931 0.846 -0.106  0.040
C 2.237 -0.378 0.174  -0.404
N -2.111 -0.093 0.774  0.021
N -1.410 -0.618 -0.349  0.021
N 1.159 -1.014 0.215  0.166
O 3.497 -0.375 0.460  0.156
H -1.693 -1.598 -0.466  0.158
H 2.868 1.679 0.583  0.126
H -3.118 -0.207 0.675  0.103
H 3.262 1.073 -1.112  0.126
H -1.556 -0.130 -1.246  0.159
H -1.897 0.891 0.908  0.102
H -0.236 -0.686 -0.104  0.104
H 1.235 -1.952 0.609  0.121

=====

## x
The following is a DFT calculation (wB97M-V/def2-TZVPD) of a cluster of 2 separate species, C2H8N3O in total.

## Properties
2S+1 ... 1
Charge ... +1
HOMO energy ... -11.676 eV
Gap between HOMO and LUMO ... 4.9116 eV

Last column: Löwdin charge in e.
Element x y z (Å)
C 1.250 -0.903 -0.686  0.254
C 1.668 1.156 0.052  -0.508
N 2.768 1.719 0.578  0.190
N 0.499 1.305 0.193  0.211
N -4.151 -1.798 0.034  -0.008
O 2.173 -0.047 -0.625  0.156
H 0.172 -0.630 -0.534  0.152
H 1.445 -1.825 -1.129  0.126
H -5.154 -1.593 0.206  0.035
H 2.701 2.732 0.783  0.151
H 0.164 2.088 0.744  0.133
H 3.696 1.705 0.156  0.135
H -3.866 -2.736 0.275  -0.008
H -3.365 -1.172 -0.046  -0.019

=====

Most stable pick: w. Distance to second place: 65.4 kJ/mol.